Computed, not measured: C25H58ErN2O2Si3 as an isolated structure in a non-equilibrium geometry, with the ωB97M-V functional and the def2-TZVPD basis.

The geometry in XYZ format:
```
91
C25H58ErN2O2Si3 (the ωB97M-V functional and the def2-TZVPD basis)
O 0.688 -0.054 -1.485
O 3.608 -1.915 -0.677
C 0.649 -1.198 -2.437
C -0.010 -0.838 -3.737
H 0.111 -1.982 -1.906
H 1.683 -1.514 -2.555
H -1.055 -0.533 -3.582
H -0.014 -1.723 -4.380
H 0.528 -0.038 -4.252
C 1.438 1.155 -1.877
C 2.773 0.821 -2.510
H 1.582 1.739 -0.949
H 0.789 1.740 -2.542
H 3.346 0.093 -1.927
H 3.366 1.742 -2.566
H 2.633 0.447 -3.532
C 4.596 -1.605 0.339
C 4.006 -2.969 -1.572
C 5.272 -0.293 0.048
H 5.329 -2.431 0.408
H 4.055 -1.561 1.297
H 5.829 -0.345 -0.890
H 5.965 -0.071 0.861
H 4.549 0.523 -0.018
C 5.252 -2.686 -2.382
H 3.144 -3.118 -2.236
H 4.151 -3.893 -0.991
H 5.219 -1.728 -2.907
H 5.331 -3.475 -3.134
H 6.159 -2.718 -1.775
H 1.470 -1.298 -0.032
Er -0.694 0.596 0.140
C 0.884 -1.574 0.898
Si 1.110 -3.418 1.338
H 1.212 -0.934 1.727
H -0.224 -1.515 0.739
C 0.918 -4.469 -0.208
C -0.231 -3.882 2.568
C 2.755 -3.889 2.107
C -2.547 -0.549 -0.531
Si -4.090 -0.351 0.508
H -2.338 -1.626 -0.680
H -2.701 -0.146 -1.555
C -4.060 -1.637 1.883
C -5.682 -0.552 -0.478
C -4.209 1.346 1.318
H 2.705 -4.942 2.438
H 2.986 -3.271 2.987
H 3.592 -3.803 1.396
H -0.091 -4.369 -0.630
H 1.074 -5.530 0.045
H 1.648 -4.198 -0.983
H -1.186 -3.394 2.334
H 0.067 -3.590 3.585
H -0.384 -4.970 2.555
H -5.552 -1.302 -1.268
H -5.983 0.394 -0.954
H -6.516 -0.879 0.159
H -4.034 2.166 0.606
H -3.507 1.463 2.155
H -5.226 1.480 1.723
H -5.052 -1.732 2.348
H -3.344 -1.371 2.670
H -3.782 -2.619 1.480
C -2.266 1.950 -3.304
C -2.193 2.877 -2.129
C -2.779 4.126 -2.173
C -2.636 4.996 -1.090
C -1.933 4.581 0.035
C -1.466 3.255 0.083
N -1.553 2.431 -1.023
N -0.931 2.617 1.162
Si -0.756 3.249 2.801
C 0.443 4.676 2.789
C -2.414 3.863 3.410
C -0.150 1.819 3.842
H -1.280 1.549 -3.575
H -2.965 1.120 -3.115
H -2.646 2.507 -4.172
H -3.324 4.409 -3.073
H -3.065 5.991 -1.128
H -1.774 5.238 0.894
H 0.154 5.434 2.048
H 0.452 5.151 3.779
H 1.460 4.337 2.551
H -3.127 3.047 3.580
H -2.265 4.392 4.363
H -2.867 4.567 2.700
H -0.866 0.985 3.843
H 0.825 1.451 3.501
H -0.040 2.170 4.879
```

Summary:
- total charge = +1
- max |F| (hartree/bohr) = 0.0324
- multiplicity = 4
- energy (eV) = -85193.732
- HOMO energy (alpha / beta) (Eh) = -0.383 / -0.383